# 1
DFT (ωB97M-V/def2-TZVPD) results for a molecular structure, C28H23N4O4V.

The HOMO energy (alpha / beta) comes out at -8.45 / -8.44 eV.

Each line ends with the Löwdin charge.
Cartesian coordinates (Å):
V 0.450 -0.407 -0.225  1.04
O -0.798 -1.764 -0.710  -0.19
N 0.157 -2.283 0.087  -0.06
N 1.372 -1.991 -0.670  -0.32
O 2.207 -1.349 0.131  -0.09
C 1.706 -2.439 -1.980  -0.19
C 1.043 -3.535 -2.509  -0.01
C 1.365 -3.944 -3.794  -0.07
C 2.336 -3.271 -4.522  -0.08
C 2.994 -2.180 -3.968  -0.07
C 2.682 -1.751 -2.688  0.00
H 0.292 -4.047 -1.925  0.12
H 0.858 -4.797 -4.224  0.11
H 2.585 -3.599 -5.522  0.10
H 3.755 -1.661 -4.534  0.11
H 3.186 -0.912 -2.228  0.12
N -0.163 0.905 7.029  0.15
C -0.068 0.683 5.905  -0.19
C 0.048 0.406 4.501  -0.24
C 1.014 1.061 3.742  -0.03
C 1.118 0.795 2.385  -0.08
C 0.268 -0.128 1.782  -0.16
C -0.685 -0.789 2.549  -0.08
C -0.805 -0.520 3.902  -0.03
H 1.678 1.771 4.216  0.12
H 1.877 1.308 1.807  0.11
H -1.340 -1.523 2.096  0.10
H -1.548 -1.029 4.501  0.12
C -5.221 6.724 -0.123  -0.05
C -4.954 5.534 -1.005  -0.23
C -5.930 5.098 -1.893  -0.05
C -5.717 4.002 -2.714  -0.08
C -4.502 3.342 -2.665  -0.02
C -3.517 3.769 -1.784  -0.21
N -2.282 3.055 -1.761  0.10
C -1.095 3.597 -2.142  -0.18
C -1.070 4.813 -2.857  -0.01
C 0.116 5.361 -3.279  -0.06
C 1.345 4.743 -3.018  -0.08
C 1.347 3.565 -2.318  -0.01
C 0.152 2.975 -1.872  -0.07
C 0.264 1.747 -1.115  -0.48
O -0.752 1.077 -0.692  -0.06
O 1.404 1.227 -0.822  -0.06
C -3.730 4.855 -0.930  -0.17
C -2.678 5.295 0.049  -0.02
H -6.177 7.180 -0.371  0.08
H -4.444 7.483 -0.229  0.08
H -5.250 6.440 0.931  0.08
H -6.874 5.627 -1.937  0.11
H -6.489 3.673 -3.396  0.10
H -4.296 2.497 -3.309  0.12
H -2.248 2.172 -1.276  0.13
H -2.006 5.305 -3.080  0.12
H 0.093 6.292 -3.831  0.11
H 2.269 5.186 -3.360  0.10
H 2.274 3.059 -2.085  0.12
H -2.116 6.153 -0.331  0.09
H -1.965 4.500 0.254  0.08
H -3.128 5.595 0.995  0.08

# 2
DFT (ωB97M-V/def2-TZVPD) results for a single C28H23NO4S2 molecule.

The HOMO energy comes out at -7.55 eV.

Each line ends with the Löwdin charge.
Cartesian coordinates (Å):
C -6.382 -0.656 -0.787  -0.05
C -5.189 -1.393 -0.778  -0.03
C -3.953 -0.743 -0.709  -0.24
C -3.904 0.641 -0.649  -0.25
C -5.084 1.388 -0.693  -0.03
C -6.328 0.746 -0.751  -0.05
S -2.247 1.318 -0.728  0.73
O -2.045 1.637 -2.119  -0.25
O -2.033 2.318 0.303  -0.29
C -1.230 -0.155 -0.265  -0.23
S -2.334 -1.530 -0.845  0.73
O -2.215 -2.610 0.104  -0.29
O -2.123 -1.765 -2.256  -0.26
H -7.353 -1.164 -0.838  0.12
H -5.200 -2.479 -0.842  0.13
H -5.012 2.473 -0.704  0.13
H -7.256 1.329 -0.787  0.12
H -1.354 -0.254 0.820  0.11
C 2.666 0.251 5.672  -0.06
N 3.351 0.166 4.392  -0.21
C 4.792 0.072 4.488  -0.07
C 2.673 0.065 3.197  -0.23
C 1.409 0.700 3.040  0.00
C 0.776 0.689 1.802  -0.05
C 1.203 -0.137 0.747  -0.14
C 0.351 -0.130 -0.546  -0.22
C 0.681 -1.265 -1.529  -0.15
C 0.739 -0.747 -2.838  -0.11
C 0.859 -1.598 -3.936  -0.01
C 0.945 -2.975 -3.710  -0.07
C 0.999 -3.482 -2.397  -0.06
C 0.915 -2.608 -1.298  -0.04
C 0.733 0.727 -2.757  -0.11
C 0.667 1.108 -1.397  -0.13
C 0.882 2.430 -1.033  -0.02
C 0.944 3.408 -2.039  -0.06
C 0.881 3.037 -3.394  -0.07
C 0.814 1.690 -3.759  -0.01
C 2.429 -0.818 0.918  -0.01
C 3.171 -0.667 2.095  -0.01
H 1.660 0.670 5.566  0.07
H 2.571 -0.741 6.158  0.09
H 3.260 0.891 6.344  0.08
H 5.278 0.684 3.721  0.09
H 5.092 0.443 5.475  0.08
H 5.150 -0.960 4.381  0.08
H 0.985 1.276 3.868  0.10
H -0.086 1.349 1.652  0.11
H 0.794 -1.147 -4.931  0.11
H 0.936 -3.667 -4.554  0.10
H 1.096 -4.553 -2.208  0.10
H 1.033 -2.955 -0.273  0.12
H 1.018 2.692 0.012  0.11
H 1.025 4.461 -1.761  0.10
H 0.843 3.807 -4.164  0.10
H 0.736 1.351 -4.796  0.11
H 2.846 -1.435 0.118  0.12
H 4.126 -1.183 2.203  0.10

# 3
DFT (ωB97M-V/def2-TZVPD) results for a molecular structure, C28H24AsF6GeNO2ReSSe.

The HOMO energy (alpha / beta) comes out at -10.72 / -10.72 eV. Its total charge is +1. The relative energy (zero: lowest compared OMol25 entry of this formula, charge and spin) is 1.905 eV. As for the spin multiplicity: 3.

Each line ends with the Löwdin spin population.
Cartesian coordinates (Å):
Re 0.265 0.082 1.265  1.96
Se -0.199 -1.754 2.673  -0.29
C -0.239 -0.897 4.389  0.01
C -1.334 -1.106 5.222  -0.02
C -1.339 -0.519 6.475  0.00
C -0.259 0.248 6.895  -0.02
C 0.826 0.453 6.052  0.00
C 0.843 -0.117 4.793  -0.01
H -2.179 -1.695 4.890  0.00
H -2.189 -0.661 7.128  0.00
H -0.264 0.690 7.882  0.00
H 1.664 1.053 6.380  0.00
H 1.682 0.036 4.127  0.00
S 4.740 0.774 0.822  0.11
C 3.274 0.349 1.010  0.03
N 2.114 0.018 1.206  0.05
O -3.126 1.004 -0.564  0.02
C -2.203 0.263 -0.536  0.01
O -1.405 0.133 0.569  0.04
C -1.849 -0.728 -1.650  0.00
C -2.227 -0.331 -3.094  0.00
Ge -1.550 1.437 -3.795  0.00
C 0.419 1.414 -3.613  0.00
C 1.085 0.212 -3.386  0.00
C 2.472 0.178 -3.309  0.00
C 3.199 1.348 -3.476  0.00
C 2.543 2.548 -3.709  0.00
C 1.160 2.579 -3.795  0.00
C -2.817 2.847 -3.203  0.00
C -2.432 3.949 -2.456  0.00
C -3.407 4.763 -1.888  0.00
C -4.748 4.493 -2.103  0.00
C -5.129 3.412 -2.890  0.00
C -4.161 2.601 -3.461  0.00
C -1.620 1.762 -5.781  0.00
C -0.973 0.862 -6.621  0.00
C -0.894 1.123 -7.983  0.00
C -1.431 2.295 -8.497  0.00
C -2.076 3.190 -7.658  0.00
C -2.165 2.930 -6.295  0.00
H -2.391 -1.642 -1.382  0.00
H -0.778 -0.944 -1.565  0.01
H -3.313 -0.312 -3.175  0.00
H -1.849 -1.115 -3.751  0.00
H 0.528 -0.714 -3.285  0.00
H 2.979 -0.764 -3.136  0.00
H 4.281 1.319 -3.440  0.00
H 3.111 3.461 -3.836  0.00
H 0.652 3.515 -3.995  0.00
H -1.388 4.168 -2.284  0.00
H -3.103 5.604 -1.278  0.00
H -5.503 5.140 -1.677  0.00
H -6.176 3.199 -3.060  0.00
H -4.454 1.768 -4.091  0.00
H -0.534 -0.049 -6.230  0.00
H -0.399 0.416 -8.636  0.00
H -1.328 2.521 -9.550  0.00
H -2.506 4.101 -8.054  0.00
H -2.669 3.637 -5.648  0.00
F 0.419 2.054 0.120  0.02
As 0.709 3.370 1.429  0.00
F -0.957 3.088 1.774  0.00
F 0.405 4.568 0.260  0.00
F 0.963 4.489 2.669  0.00
F 2.364 3.226 0.991  0.00
F 1.017 2.010 2.609  0.08

Number 1: DFT total energy -69244.3880 eV, largest force on an atom 1.32 eV/Å. Number 2: DFT total energy -60757.7185 eV, largest force on an atom 1.37 eV/Å. Number 3: DFT total energy -246975.1076 eV, largest force on an atom 2.98 eV/Å.